C41H77FeN8O3 | ωB97M-V/def2-TZVPD

energy	-3535.67392	a.u.
highest occupied orbital energy (spin up / spin down)	-7.78 / -7.76	eV
Kohn-Sham gap (spin up / spin down)	8.2 / 7.4	eV
2S+1	6
<S²>	8.767

Each line ends with the Löwdin spin population.
Positions of all 130 atoms, in Å:
Fe 12.4682 15.0314 14.1785  4.079
O 14.0150 15.9082 15.0851  0.209
O 11.4865 14.4000 15.5528  0.276
O 12.9649 14.0132 12.7115  0.222
N 7.4466 7.8674 15.4318  0.000
N 7.6136 16.5609 11.2525  0.000
N 10.7584 5.5830 13.3067  0.000
N 12.1560 13.3263 11.7082  0.025
N 10.3373 18.9306 15.1180  0.000
N 11.1094 14.3984 16.9050  0.053
N 15.0242 16.1668 14.0733  0.028
N 11.2174 16.4310 13.3919  0.051
C 13.7219 11.2844 12.0182  0.001
C 15.5472 18.4825 15.2238  0.001
C 12.6883 13.8507 10.4981  0.004
C 8.0366 15.6452 11.7901  0.000
C 12.2590 11.8660 11.8531  0.003
C 6.2569 13.5931 12.9447  0.000
C 9.6593 14.0346 16.9472  0.006
C 16.2119 15.3121 14.3782  0.003
C 10.8861 6.1673 14.3034  0.000
C 11.0325 6.8671 15.5770  0.000
C 7.6978 7.7920 14.3289  0.000
C 15.8023 13.8378 14.4292  -0.001
C 9.3702 12.8144 15.9536  0.001
C 11.3686 11.6357 13.0869  -0.001
C 11.4724 19.0538 19.0062  0.000
C 14.2408 13.8563 10.4072  0.002
C 12.2030 15.2716 10.3759  -0.001
C 11.0054 18.4682 15.9190  0.000
C 12.5275 12.3038 17.1025  0.001
C 11.9777 13.1007 9.3486  0.002
C 7.6819 13.3025 12.4848  0.000
C 17.5328 17.0201 12.9593  0.000
C 9.2041 13.6213 18.3356  0.001
C 12.4731 18.4803 18.0081  0.000
C 16.8040 15.6059 15.7442  0.002
C 16.2085 17.7687 12.7145  0.000
C 7.8049 7.8968 12.8767  0.000
C 9.9876 18.3571 12.2235  0.002
C 11.7539 17.6591 16.9519  0.000
C 13.9373 18.2232 13.3510  -0.001
C 11.6227 11.0756 10.6135  0.001
C 8.6657 14.5285 12.5079  0.000
C 11.4993 13.5007 19.0836  0.002
C 12.0699 13.6977 17.7211  0.007
C 15.2201 17.6056 13.9104  0.004
C 17.2352 15.5735 13.2613  0.000
C 10.1859 12.6678 19.0112  0.000
C 8.8487 15.2466 16.3849  0.000
C 13.3812 14.5488 17.8914  0.000
C 12.1621 11.5385 9.3234  0.000
C 10.6660 17.3246 12.9164  0.018
H 15.7022 17.2522 11.8106  0.000
H 16.5786 13.2514 14.8944  0.000
H 7.8044 14.9352 16.1220  0.000
H 14.6518 14.4939 11.2027  0.000
H 9.7912 12.3982 20.0609  0.000
H 13.1683 11.3712 9.2495  0.000
H 11.8551 10.0396 10.8532  0.000
H 15.0806 18.2119 16.1648  0.001
H 10.0399 7.0273 16.0750  0.000
H 12.6740 15.7472 9.4902  0.000
H 16.2272 18.8190 12.4072  0.000
H 9.9012 11.8856 16.2231  0.000
H 6.7939 8.0702 12.5818  0.000
H 14.1495 19.2317 13.1143  0.000
H 9.1157 14.5162 18.9496  0.000
H 9.5921 14.3066 12.0002  0.000
H 17.2059 16.6305 15.7737  0.000
H 11.5771 7.7381 15.3634  0.000
H 8.2485 13.1553 18.2019  0.000
H 11.0715 16.9484 17.3828  0.000
H 14.8490 13.7138 14.9833  -0.001
H 16.6522 18.5521 15.4608  0.000
H 10.4134 19.3115 12.5353  0.001
H 14.5053 14.3774 9.4758  0.000
H 14.7906 12.8736 10.3491  0.000
H 8.8281 16.0326 17.0903  0.000
H 12.1936 12.1439 16.0816  0.000
H 16.8286 15.0202 12.4049  0.000
H 12.5317 15.8561 11.2031  -0.001
H 5.6450 12.7292 12.6663  0.000
H 13.6172 12.3623 16.9608  0.000
H 13.9213 14.0874 18.6951  0.000
H 11.6806 11.1629 8.4018  0.000
H 18.1003 17.4368 13.7717  0.000
H 5.8364 14.4674 12.5867  0.000
H 8.1514 6.9793 12.4909  0.000
H 10.8920 19.8159 18.4886  0.000
H 11.7959 12.1363 13.9514  -0.002
H 14.0300 14.7315 17.0551  0.000
H 13.0852 15.5691 18.1992  0.000
H 18.2110 17.1187 12.0995  0.000
H 6.1825 13.5936 14.0596  0.000
H 15.6332 13.3714 13.4996  0.000
H 12.3730 13.5983 8.4399  0.000
H 10.8509 18.2597 19.3998  0.000
H 10.1265 18.2128 11.1883  0.000
H 11.2324 14.4778 19.4738  0.000
H 10.3772 12.0832 12.9060  0.000
H 12.5617 17.2128 16.4080  -0.001
H 10.3638 11.7972 18.4179  0.000
H 9.3937 15.5547 15.4974  0.000
H 15.3136 19.4961 14.9496  0.000
H 8.8981 14.7761 13.5323  0.000
H 13.0137 18.1690 13.9997  -0.001
H 8.9472 18.3860 12.5153  0.000
H 13.8825 10.5620 12.8659  0.000
H 9.7139 13.0748 14.8930  0.000
H 14.4516 12.0940 12.1044  0.000
H 11.1867 15.2351 10.1128  0.000
H 10.8953 13.3998 9.3157  0.000
H 7.5572 12.9320 11.4558  0.000
H 16.0474 15.5356 16.5591  0.001
H 8.0712 12.4678 13.0435  0.000
H 13.6913 17.7236 12.3569  0.000
H 11.0907 10.6533 13.2772  0.000
H 13.2865 17.9260 18.4735  0.000
H 10.5430 11.1921 10.6018  0.000
H 18.0856 15.0003 13.6496  0.000
H 12.2583 11.4349 17.6686  0.000
H 17.6477 14.8948 15.9921  0.000
H 11.7117 6.2586 16.1641  0.000
H 12.9493 19.2951 17.4502  0.000
H 8.2638 12.5901 15.7849  0.000
H 14.0028 10.8132 11.0889  0.000
H 12.1814 13.0709 19.8054  0.000
H 12.0654 19.3516 19.9007  0.000
H 8.4720 8.7053 12.5587  0.000

Atomic forces in eV per Å
Fe 1.8393 0.2511 0.7336
O -0.6154 -0.0188 -1.3058
O 0.0914 0.0280 0.4592
O -0.8981 -0.8921 0.4084
N -0.0998 -0.1925 1.9968
N -0.4210 0.4601 -0.4460
N 0.1810 0.9721 1.4126
N 0.7144 0.5062 1.0023
N -0.4300 0.7574 -0.5885
N -1.1540 0.8035 -0.5778
N -0.7776 -1.0160 0.6804
N -0.7842 1.2285 -0.5957
C -0.1222 0.4786 0.5981
C 2.1950 -0.4662 -1.1147
C 0.2044 -0.4953 -1.4869
C 0.7843 -0.3859 0.8388
C -0.2821 -1.2237 0.5496
C 0.7380 -2.3499 2.2577
C -0.4011 -1.2197 -1.8235
C -0.6275 0.5779 0.1697
C -0.6349 -1.0449 -1.4642
C -0.8614 -1.3060 0.1002
C 0.3223 0.5929 -1.7267
C -0.7630 0.3473 0.6324
C -0.3803 0.4596 -1.5463
C -0.2062 1.5642 -0.7242
C 1.5521 -0.4067 0.7148
C 0.5742 -0.1173 -0.9596
C 1.9452 0.4714 -1.6068
C 0.6913 -1.3144 1.9680
C 0.7674 1.1921 -0.5799
C 0.1967 0.1309 -1.2420
C -0.2321 0.5875 -1.0118
C -0.1396 0.5466 -0.5773
C 0.5079 -0.0382 -0.0878
C -0.6217 0.9618 -0.4264
C 0.7759 0.3595 1.2048
C -0.5161 -1.2754 -0.5523
C 0.2780 0.5289 0.8684
C -0.1045 1.3403 0.9384
C 0.2284 1.2740 -0.9716
C -1.6274 -1.7412 -0.5703
C -0.0794 0.2827 1.9327
C -1.4372 -1.0860 -0.4571
C -1.5651 -0.6604 0.9099
C 2.3157 -1.2772 -1.1653
C -0.3395 0.6113 0.3873
C -0.4270 -1.5291 0.5104
C -0.0569 1.5859 1.7177
C 0.0803 -1.9651 -0.3914
C -1.6348 0.8515 0.4002
C -2.0931 2.8052 -0.9365
C 0.8196 -1.9162 0.7417
H 0.6583 0.6096 1.4098
H 0.2677 -0.1186 0.4252
H 0.8827 0.3063 0.2249
H -0.0996 -0.4831 -0.0374
H 0.7208 0.2199 -1.6312
H 2.7219 -0.6611 -0.3228
H -0.1376 -0.2280 -0.1620
H -0.4876 -0.3441 -0.2559
H 1.0674 -0.0221 -0.4790
H -0.0420 -0.2777 0.2936
H 0.6328 -0.0345 0.3385
H -0.3262 0.3778 0.0363
H -0.5979 0.2380 -0.7265
H 0.0290 1.2532 -0.1318
H -0.2434 0.0388 0.1982
H 0.4578 -0.2721 -0.1305
H 0.0068 -0.4550 0.1306
H 0.3530 1.6388 -0.0256
H -0.7753 -0.0658 0.1149
H -0.1488 -0.5471 -0.0795
H 0.7467 0.0858 -0.0073
H -1.0236 -0.3561 -0.3861
H 0.1181 -0.0178 -0.0445
H -0.1098 -0.1355 0.0339
H -0.8445 1.0107 0.2163
H -0.0920 1.0026 0.7744
H -0.4676 0.2106 -0.0312
H 0.2849 0.3398 -0.2128
H -0.3687 0.4684 0.7563
H -0.1134 0.2540 -0.1794
H -0.1954 -0.3602 0.4136
H 0.5283 -0.1680 0.4053
H 0.0545 -0.1625 0.6321
H 0.1056 0.4345 0.6183
H -0.7620 1.7587 -0.9237
H 0.4269 -1.0571 -0.6435
H -0.1082 0.2018 0.6180
H 0.0197 -0.2114 0.1697
H -0.0231 -0.4986 -0.7507
H 0.0395 -0.3944 0.2050
H -0.2948 -0.1613 0.0210
H 0.1707 0.3075 -0.6531
H -0.2505 -0.1777 -1.5058
H -0.0340 -0.5874 0.1099
H -0.4986 -0.1837 -0.1761
H -0.1009 -0.1743 -1.2935
H -0.0107 0.3231 0.2485
H 0.4229 0.3246 -0.1190
H 0.1667 -1.0525 -0.6447
H -0.1507 -0.7702 -0.1403
H -0.2189 0.2889 -0.1687
H -0.4292 0.5175 0.1273
H -0.0301 0.4087 0.2772
H 1.2589 0.0904 -0.4660
H -0.2534 -0.1717 -0.1334
H -0.4948 0.7130 -0.7761
H -0.2362 -0.2595 1.5990
H -0.3194 -0.1787 0.5657
H -1.6532 0.4561 0.4740
H 0.7284 -0.5786 0.4101
H 0.5058 0.2443 0.0615
H 0.4427 -0.0487 -0.6458
H 0.4008 -0.1419 0.3520
H 0.1282 0.4037 1.2063
H 0.2526 -2.2321 0.5307
H -0.2266 -0.3110 0.0267
H -0.2936 0.0622 0.2337
H 0.4070 0.2920 -0.5877
H -0.0411 -0.3819 0.5220
H -0.8832 0.7202 -0.3258
H -0.1860 -0.1590 0.4744
H 0.1703 0.0604 0.3314
H 1.2451 0.3171 0.8150
H 0.1023 -0.5330 -0.1783
H 0.5323 -0.2004 -0.2078
H -0.7264 0.7131 -0.6201
H -0.2271 -0.1365 0.2045